Computed, not measured: the molecule C9H6O3S, with wB97M-V/def2-TZVPD.

Positions of all 19 atoms, in Å:
C  0.11  1.52  -2.21
C  -0.08  0.16  -2.56
C  0.15  1.89  -0.90
C  -0.46  -0.77  -1.56
C  -0.11  0.93  0.06
C  -0.44  -0.36  -0.24
C  0.06  1.42  1.58
C  1.00  0.66  2.45
C  1.52  -0.42  2.75
O  -0.54  2.38  1.88
O  0.42  -2.46  1.04
O  -2.04  -2.21  0.82
S  -0.91  -1.38  1.24
H  0.42  2.18  -2.95
H  0.07  -0.05  -3.58
H  0.15  2.86  -0.58
H  -1.05  -1.65  -1.81
H  -0.20  -3.44  1.41
H  1.91  -1.26  3.16

Energy above the lowest of the compared OMol25 structures with the same formula, charge and spin ... 293.0 kJ/mol
HOMO-LUMO gap ... 9.52 eV
Largest force on an atom ... 5.95 eV Å⁻¹
2S+1 ... 1
Electronic energy ... -970.27788 Ha
E_LUMO ... -0.21 eV

Atom charges from the Löwdin analysis, given in e for atoms 1 to 4:
1. C -0.046
2. C -0.028
3. C -0.017
4. C -0.042

Computed, not measured: a cluster of 2 separate species, C9H6O4S in total, with wB97M-V/def2-TZVPD.

Positions of all 20 atoms, in Å:
C  -3.20  -0.85  0.04
C  -1.35  1.04  -0.65
C  -0.82  0.24  1.27
C  -0.70  -0.96  -0.53
C  -0.37  1.42  0.43
C  -0.30  0.23  -1.34
C  0.19  -0.68  0.64
C  -1.81  -0.17  0.16
C  0.76  0.53  -0.14
O  -3.65  -0.78  -1.12
O  6.41  1.13  0.42
O  -3.74  -1.40  1.06
O  6.26  -1.11  -0.57
S  5.61  -0.11  0.32
H  -2.10  1.71  -1.17
H  -0.92  0.18  2.49
H  -0.94  -1.93  -0.90
H  -0.08  2.48  0.74
H  -0.16  0.33  -2.37
H  0.92  -1.30  1.22

Energy above the lowest of the compared OMol25 structures with the same formula, charge and spin ... 2.4 kJ/mol
HOMO-LUMO gap (alpha / beta) ... 7.70 / 4.73 eV
Largest force on an atom ... 5.11 eV Å⁻¹
2S+1 ... 1
Electronic energy ... -1045.44851 Ha
E_LUMO (alpha / beta) ... 5.67 / 5.28 eV
Net charge ... -2

Atom charges from the Löwdin analysis, given in e for atoms 1 to 4:
1. C -0.662
2. C -0.158
3. C -0.134
4. C -0.151

Computed, not measured: a cluster of 30 separate species, C9H76NO30 in total, with wB97M-V/def2-TZVPD.

Positions of all 116 atoms, in Å:
C  -19.84  -10.15  -24.32
C  -21.17  -11.02  -24.26
C  -20.67  -12.19  -23.29
C  -21.82  -13.13  -22.95
C  -22.85  -12.30  -22.21
C  -23.39  -11.03  -22.93
N  -22.23  -10.30  -23.59
O  -22.54  -8.97  -24.06
C  -23.96  -10.18  -21.83
C  -24.52  -11.39  -23.85
C  -21.46  -11.65  -25.65
H  -19.97  -9.40  -25.10
H  -18.91  -10.68  -24.54
H  -19.69  -9.71  -23.33
H  -20.27  -11.85  -22.34
H  -19.80  -12.68  -23.74
H  -21.36  -13.95  -22.39
H  -22.24  -13.45  -23.90
H  -22.43  -11.94  -21.27
H  -23.64  -12.95  -21.84
H  -24.56  -10.75  -21.12
H  -24.55  -9.34  -22.20
H  -23.09  -9.83  -21.27
H  -25.49  -11.24  -23.38
H  -24.47  -12.41  -24.22
H  -24.59  -10.70  -24.69
H  -21.39  -10.86  -26.40
H  -22.49  -12.01  -25.62
H  -20.84  -12.47  -26.03
O  -15.65  -11.58  -25.07
H  -15.66  -11.25  -25.97
H  -16.50  -12.01  -24.96
O  -17.54  -13.69  -22.29
H  -17.59  -13.00  -22.95
H  -16.60  -13.89  -22.23
O  -27.00  -13.67  -25.57
H  -27.23  -13.98  -26.44
H  -26.07  -13.91  -25.47
O  -21.18  -7.83  -21.59
H  -20.74  -8.52  -21.09
H  -21.45  -8.26  -22.40
O  -16.26  -9.33  -26.60
H  -16.58  -9.26  -25.70
H  -16.83  -8.74  -27.10
O  -25.01  -9.69  -18.49
H  -24.10  -9.63  -18.78
H  -25.36  -8.80  -18.59
O  -16.94  -8.62  -23.91
H  -15.99  -8.60  -24.03
H  -17.07  -9.00  -23.05
O  -21.55  -15.81  -20.46
H  -22.13  -15.20  -20.02
H  -20.67  -15.47  -20.30
O  -22.22  -16.83  -24.86
H  -21.54  -16.17  -24.70
H  -21.73  -17.59  -25.18
O  -18.60  -11.62  -27.60
H  -18.37  -10.91  -26.99
H  -19.22  -11.22  -28.21
O  -20.77  -7.73  -26.86
H  -20.94  -7.35  -26.00
H  -21.48  -8.36  -26.99
O  -23.84  -13.55  -27.14
H  -23.86  -13.78  -26.22
H  -24.26  -12.69  -27.18
O  -27.51  -10.62  -20.84
H  -27.27  -11.11  -20.05
H  -26.82  -9.96  -20.93
O  -24.77  -15.21  -24.72
H  -25.12  -15.21  -23.83
H  -23.97  -15.74  -24.67
O  -24.46  -6.87  -24.21
H  -23.92  -7.66  -24.24
H  -25.32  -7.17  -24.53
O  -21.17  -12.64  -18.79
H  -22.07  -12.93  -18.96
H  -20.63  -13.20  -19.35
O  -21.52  -14.88  -27.86
H  -21.91  -15.74  -27.99
H  -22.23  -14.33  -27.54
O  -19.61  -9.82  -20.77
H  -18.68  -9.81  -21.01
H  -19.97  -10.57  -21.24
O  -19.81  -15.53  -25.06
H  -19.42  -15.76  -25.90
H  -19.52  -14.63  -24.90
O  -20.65  -6.40  -24.40
H  -21.11  -7.17  -24.08
H  -19.81  -6.41  -23.95
O  -27.48  -11.09  -25.32
H  -26.84  -10.83  -25.99
H  -27.44  -12.04  -25.30
O  -23.66  -8.37  -27.25
H  -23.67  -8.44  -26.30
H  -24.09  -7.54  -27.44
O  -26.33  -7.41  -20.29
H  -25.41  -7.23  -20.49
H  -26.71  -7.70  -21.11
O  -19.31  -14.31  -20.18
H  -18.77  -15.02  -19.84
H  -18.89  -14.06  -21.01
O  -25.71  -10.85  -27.49
H  -25.50  -9.96  -27.18
H  -25.74  -10.77  -28.44
O  -23.82  -6.91  -21.52
H  -24.12  -6.70  -22.41
H  -22.93  -7.24  -21.64
O  -17.72  -13.15  -25.32
H  -17.12  -13.89  -25.38
H  -17.98  -12.98  -26.22
O  -27.03  -8.48  -22.79
H  -26.34  -8.71  -23.40
H  -27.36  -7.64  -23.11
O  -26.58  -11.88  -18.79
H  -25.69  -11.53  -18.77
H  -26.47  -12.82  -18.93

Energy above the lowest of the compared OMol25 structures with the same formula, charge and spin ... 30.6 kJ/mol
HOMO-LUMO gap (alpha / beta) ... 8.98 / 7.42 eV
Largest force on an atom ... 5.37 eV Å⁻¹
2S+1 ... 2
Electronic energy ... -2700.38690 Ha
E_LUMO (alpha / beta) ... -0.71 / -2.27 eV

Atom charges from the Löwdin analysis, given in e for atoms 1 to 4:
1. C -0.014
2. C -0.406
3. C -0.128
4. C -0.148

Computed, not measured: a structure of composition C9H7Cl5OTi, with wB97M-V/def2-TZVPD.

Positions of all 23 atoms, in Å:
Ti  0.00  0.00  0.00
Cl  -0.10  3.86  1.48
C  -1.30  3.14  0.47
C  -1.08  1.83  0.08
C  -2.02  1.12  -0.78
Cl  -1.84  -0.70  -1.39
C  -3.18  1.81  -1.20
Cl  -4.35  1.02  -2.22
C  -3.38  3.15  -0.79
Cl  -4.81  4.00  -1.32
C  -2.45  3.81  0.03
Cl  -2.71  5.46  0.53
C  0.37  -2.08  2.16
C  0.97  -2.47  0.83
C  1.66  -3.80  0.73
O  0.90  -1.72  -0.14
H  0.52  -2.86  2.90
H  -0.71  -1.93  2.03
H  0.84  -1.16  2.51
H  1.63  -4.34  1.68
H  2.71  -3.64  0.45
H  1.16  -4.41  -0.03
H  1.30  0.60  1.02

HOMO-LUMO gap (alpha / beta) ... 5.58 / 5.61 eV
Largest force on an atom ... 4.86 eV Å⁻¹
2S+1 ... 1
Electronic energy ... -3572.01618 Ha
E_LUMO (alpha / beta) ... -10.59 / -10.56 eV
Net charge ... +2

Atom charges from the Löwdin analysis, given in e for atoms 1 to 4:
1. Ti 1.174
2. Cl 0.784
3. C -0.691
4. C -0.258

Computed, not measured: a structure of composition C9H7ClF3O5PdS, with wB97M-V/def2-TZVPD.

Positions of all 27 atoms, in Å:
Pd  -0.66  -0.68  -1.32
Cl  0.27  2.99  4.80
C  -0.13  1.86  3.61
C  -0.25  0.49  3.95
C  -0.58  -0.41  2.99
C  -0.77  0.00  1.61
O  -1.02  -0.89  0.77
C  -0.68  1.42  1.30
C  -0.99  1.99  -0.02
O  -1.26  1.37  -1.03
C  -0.37  2.30  2.29
H  -0.08  0.19  4.97
H  -0.68  -1.46  3.20
H  -1.00  3.09  -0.07
H  -0.31  3.36  2.08
F  2.64  -1.23  -4.10
C  2.16  -0.36  -3.23
F  0.92  0.01  -3.61
F  2.92  0.71  -3.17
S  2.05  -1.15  -1.58
O  3.35  -1.50  -1.17
O  1.34  -0.07  -0.78
O  1.04  -2.21  -1.79
C  -1.89  -2.38  -2.37
H  -1.29  -3.27  -2.43
H  -2.06  -1.82  -3.29
H  -2.65  -2.34  -1.60

Energy above the lowest of the compared OMol25 structures with the same formula, charge and spin ... 6.5 kJ/mol
HOMO-LUMO gap (alpha / beta) ... 8.27 / 7.53 eV
Largest force on an atom ... 0.66 eV Å⁻¹
2S+1 ... 5
Electronic energy ... -2008.80416 Ha
E_LUMO (alpha / beta) ... -4.75 / -7.09 eV
Net charge ... +1

Atom charges from the Löwdin analysis, given in e for atoms 1 to 4:
1. Pd 1.132
2. Cl 0.847
3. C -0.613
4. C -0.044

Computed, not measured: a cluster of 2 separate species, C9H7ClN2O2S in total, with wB97M-V/def2-TZVPD.

Positions of all 22 atoms, in Å:
C  1.15  -0.58  1.68
C  -0.11  -0.71  1.24
N  -0.93  -1.78  1.50
C  -2.23  -1.44  1.21
O  -3.23  -2.07  1.48
C  -2.14  -0.15  0.53
C  -3.08  0.60  -0.27
Cl  -4.69  -0.22  -0.50
C  -2.71  1.76  -0.96
C  -1.42  2.21  -0.76
C  -0.39  1.41  -0.19
O  0.83  1.75  -0.23
N  -0.86  0.26  0.51
H  1.77  0.27  1.69
H  1.55  -1.31  2.40
H  -0.68  -2.55  2.02
H  -3.55  2.41  -1.35
H  -0.97  3.00  -1.34
C  0.98  -1.38  -1.39
S  -0.50  -1.50  -2.10
H  1.73  -2.34  -1.28
H  1.49  -0.43  -1.11

Energy above the lowest of the compared OMol25 structures with the same formula, charge and spin ... 4.5 kJ/mol
HOMO-LUMO gap ... 7.38 eV
Largest force on an atom ... 5.07 eV Å⁻¹
2S+1 ... 1
Electronic energy ... -1465.45662 Ha
E_LUMO ... -1.18 eV
SMILES string ... C=c1[nH]c(=O)c2c(Cl)ccc(=O)n12.C=S

Atom charges from the Löwdin analysis, given in e for atoms 1 to 4:
1. C 0.105
2. C -0.323
3. N 0.203
4. C -0.416

Computed, not measured: a cluster of 3 separate species, C9H7ClN3O2 in total, with wB97M-V/def2-TZVPD.

Positions of all 22 atoms, in Å:
C  4.83  -0.65  0.68
C  4.68  -0.98  -0.66
C  3.58  -0.11  1.03
C  -2.16  0.59  -0.37
C  -1.31  1.73  -0.36
C  -1.57  -0.66  -0.30
C  -5.68  -0.95  0.27
C  0.11  1.64  -0.21
C  0.49  0.33  -0.18
N  3.40  -0.72  -1.05
N  -0.21  -0.73  -0.19
N  2.79  -0.26  -0.02
O  -4.59  -1.43  0.12
O  -6.84  -1.08  0.43
Cl  -5.33  1.19  0.05
H  5.62  -0.78  1.26
H  5.35  -1.37  -1.27
H  3.14  0.33  1.86
H  -3.29  0.53  -0.45
H  -1.69  2.65  -0.38
H  -2.17  -1.64  -0.15
H  0.85  2.37  -0.11

Energy above the lowest of the compared OMol25 structures with the same formula, charge and spin ... 271.4 kJ/mol
HOMO-LUMO gap ... 7.70 eV
Largest force on an atom ... 5.04 eV Å⁻¹
2S+1 ... 1
Electronic energy ... -1122.04791 Ha
E_LUMO ... 1.77 eV
Net charge ... -1

Atom charges from the Löwdin analysis, given in e for atoms 1 to 4:
1. C -0.103
2. C -0.185
3. C -0.181
4. C -0.063

Computed, not measured: a structure of composition C9H7N, with wB97M-V/def2-TZVPD.

Positions of all 17 atoms, in Å:
C  0.84  -2.47  -0.04
C  2.10  -2.06  -0.03
C  -2.50  -0.89  -0.04
C  -1.93  0.35  0.15
C  -1.78  -2.05  -0.07
C  -0.56  0.51  0.25
C  -0.40  -1.90  -0.08
C  0.26  -0.61  0.04
C  2.53  0.36  -0.15
N  1.66  -0.72  0.11
H  -3.51  -0.98  -0.43
H  -2.64  1.28  0.20
H  -2.16  -3.08  0.01
H  -0.16  1.36  0.67
H  2.35  1.32  0.29
H  3.54  0.15  0.05
H  2.67  0.71  -1.19

Energy above the lowest of the compared OMol25 structures with the same formula, charge and spin ... 517.7 kJ/mol
HOMO-LUMO gap ... 7.51 eV
Largest force on an atom ... 2.90 eV Å⁻¹
2S+1 ... 1
Electronic energy ... -401.67267 Ha
E_LUMO ... -0.77 eV

Atom charges from the Löwdin analysis, given in e for atoms 1 to 4:
1. C 0.107
2. C 0.003
3. C -0.125
4. C -0.101

Computed, not measured: the molecule C9H7N3O, with wB97M-V/def2-TZVPD.

Positions of all 20 atoms, in Å:
O  0.80  0.07  -2.47
C  0.38  -1.00  -1.96
C  -0.14  -1.06  -0.72
C  -0.52  -2.22  -0.11
C  -0.93  -2.23  1.26
C  -1.19  -1.07  2.00
C  -0.95  0.22  1.42
C  -0.53  0.09  0.15
N  0.34  1.17  -0.24
C  0.25  2.02  -1.27
N  1.12  3.00  -1.25
C  1.80  2.73  -0.01
N  1.30  1.66  0.65
H  0.48  -1.91  -2.64
H  -0.57  -3.18  -0.74
H  -0.94  -3.29  1.70
H  -1.37  -1.16  3.23
H  -1.42  1.06  2.24
H  -0.38  1.89  -2.00
H  2.45  3.23  0.77

Energy above the lowest of the compared OMol25 structures with the same formula, charge and spin ... 356.1 kJ/mol
HOMO-LUMO gap ... 7.99 eV
Largest force on an atom ... 8.57 eV Å⁻¹
2S+1 ... 1
Electronic energy ... -586.49269 Ha
E_LUMO ... -0.99 eV
SMILES string ... O=Cc1ccccc1-n1cncn1

Atom charges from the Löwdin analysis, given in e for atoms 1 to 4:
1. O 0.021
2. C -0.191
3. C -0.168
4. C -0.034